Record 1
{
  "formula": "C32H30F14N8O3STc",
  "method": "ωB97M-V with the def2-TZVPD basis set",
  "spin_multiplicity": 1,
  "homo_ev": [-9.7, -9.7],
  "e_above_lowest_ev": 0.000,
  "energy_ha": -3778.113938,
  "homo_lumo_gap_ev": [5.472, 5.484],
  "lumo_energy_ev": [-4.21, -4.21],
  "total_charge": 1,
  "symbols": ["Tc", "S", "C", "N", "N", "C", "C", "C", "C", "C", "C", "N", "N", "C", "C", "C", "C", "C", "C", "H", "H", "H", "H", "H", "H", "H", "H", "H", "H", "H", "N", "C", "C", "C", "C", "N", "C", "N", "N", "C", "O", "O", "H", "H", "H", "H", "H", "H", "H", "H", "H", "H", "H", "H", "H", "H", "F", "C", "F", "F", "C", "O", "C", "F", "F", "F", "C", "F", "F", "F", "F", "C", "F", "C", "F", "F", "F", "C", "C", "C", "C", "C", "C", "C", "H", "H", "H", "H", "H"],
  "coordinates": [[0.402, 0.415, 0.175], [-0.344, 1.850, 1.849], [-0.810, 3.199, 0.853], [-1.417, 4.201, 1.432], [-1.771, 5.295, 0.831], [-1.380, 5.838, -0.434], [-0.038, 5.931, -0.775], [0.310, 6.509, -1.982], [-0.673, 7.006, -2.833], [-2.007, 6.930, -2.469], [-2.368, 6.342, -1.263], [-0.735, 3.097, -0.505], [-0.295, 2.022, -0.961], [-0.495, 1.800, -2.357], [-0.271, 0.499, -2.772], [-0.452, 0.208, -4.119], [-0.831, 1.203, -5.007], [-1.041, 2.504, -4.561], [-0.875, 2.814, -3.223], [-2.354, 5.877, 1.412], [0.723, 5.553, -0.107], [1.354, 6.578, -2.256], [-0.393, 7.461, -3.774], [-2.774, 7.324, -3.122], [-3.409, 6.261, -0.977], [1.268, -0.709, -1.884], [-0.289, -0.803, -4.474], [-0.960, 0.967, -6.055], [-1.334, 3.276, -5.258], [-1.028, 3.818, -2.851], [-0.446, -1.146, 1.525], [-1.733, -1.718, 1.138], [-2.588, -2.224, 2.292], [-1.996, -3.290, 3.210], [-1.818, -4.661, 2.567], [-0.654, -4.750, 1.684], [0.585, -4.968, 2.101], [1.586, -4.988, 1.218], [0.847, -5.207, 3.386], [-2.466, -0.613, 0.374], [-3.668, -0.620, 0.250], [-1.682, 0.299, -0.133], [0.279, -1.838, 1.678], [-0.567, -0.654, 2.408], [-1.540, -2.494, 0.400], [-3.516, -2.595, 1.849], [-2.890, -1.364, 2.896], [-2.692, -3.421, 4.042], [-1.051, -2.963, 3.659], [-2.691, -4.919, 1.968], [-1.738, -5.447, 3.322], [-0.785, -4.585, 0.692], [1.425, -4.655, 0.282], [2.542, -5.045, 1.528], [0.124, -5.177, 4.081], [1.796, -5.292, 3.707], [2.776, 1.685, 3.301], [3.607, 0.858, 2.656], [4.102, 1.491, 1.605], [4.626, 0.561, 3.476], [2.849, -0.445, 2.243], [1.926, -0.297, 1.268], [3.907, -1.515, 1.768], [3.287, -2.468, 1.036], [4.861, -0.982, 1.017], [4.494, -2.143, 2.801], [2.152, -1.002, 3.531], [1.074, -0.264, 3.839], [2.925, -1.066, 4.605], [1.690, -2.264, 3.283], [2.146, 1.285, -2.238], [2.210, 1.315, -0.870], [3.307, 0.567, -0.603], [2.577, 2.807, -0.573], [2.183, 3.210, 0.643], [1.970, 3.611, -1.463], [3.890, 3.012, -0.677], [0.189, -0.529, -1.777], [-0.494, -1.840, -1.932], [-1.837, -1.950, -2.302], [-2.443, -3.191, -2.417], [-1.711, -4.356, -2.219], [-0.353, -4.265, -1.924], [0.244, -3.019, -1.774], [-2.413, -1.055, -2.490], [-3.491, -3.247, -2.681], [-2.179, -5.324, -2.347], [0.244, -5.170, -1.867], [1.310, -2.940, -1.579]],
  "forces_ev_per_a": [[0.331, -0.330, 0.654], [0.062, -0.486, -0.231], [-0.199, 0.535, -0.016], [0.141, -0.249, -0.141], [-0.085, 0.095, 0.014], [-0.054, -0.048, 0.027], [0.007, 0.048, -0.012], [0.005, -0.011, -0.007], [0.000, -0.002, -0.002], [0.001, 0.001, -0.001], [0.021, -0.041, -0.063], [0.035, -0.172, 0.101], [-0.059, 0.135, -0.152], [0.033, 0.021, 0.041], [-0.022, -0.013, -0.110], [-0.004, 0.017, 0.021], [-0.003, 0.024, 0.002], [-0.002, -0.019, -0.020], [0.016, 0.005, 0.008], [0.066, 0.042, 0.054], [0.003, -0.020, 0.018], [0.000, 0.006, -0.008], [0.005, 0.003, -0.002], [-0.001, 0.004, -0.004], [0.002, -0.007, 0.008], [0.043, 0.071, 0.092], [0.003, 0.010, -0.012], [0.002, -0.002, -0.003], [-0.003, 0.002, -0.002], [-0.003, 0.002, -0.003], [0.080, 0.185, 0.074], [-0.154, 0.124, -0.109], [-0.084, 0.058, -0.010], [-0.089, -0.016, 0.064], [-0.016, -0.031, 0.000], [0.041, 0.072, -0.138], [0.061, -0.039, 0.006], [-0.011, 0.023, 0.025], [-0.020, 0.002, -0.019], [-0.048, 0.080, -0.158], [0.086, -0.077, 0.001], [-0.020, -0.162, -0.148], [-0.050, -0.021, -0.094], [0.070, -0.023, 0.050], [0.002, -0.152, -0.108], [-0.013, 0.025, 0.011], [0.069, 0.011, 0.008], [0.024, 0.009, 0.022], [0.013, 0.026, -0.042], [0.023, 0.029, -0.029], [-0.015, 0.003, -0.025], [0.013, -0.057, 0.032], [-0.002, 0.021, -0.091], [-0.002, 0.049, -0.020], [0.003, 0.016, -0.003], [0.000, -0.004, 0.002], [0.126, -0.097, -0.099], [0.009, 0.154, 0.017], [-0.044, 0.048, 0.164], [-0.087, 0.027, -0.069], [0.082, -0.262, -0.102], [-0.132, 0.229, -0.308], [0.111, 0.001, -0.007], [0.077, 0.123, 0.081], [-0.193, -0.111, 0.087], [-0.097, 0.047, -0.149], [-0.090, 0.097, 0.143], [0.141, -0.182, -0.045], [-0.169, -0.030, -0.118], [0.061, 0.060, 0.068], [0.045, 0.005, -0.011], [-0.014, 0.364, 0.018], [0.051, -0.127, -0.029], [-0.008, 0.053, -0.047], [0.121, -0.099, -0.037], [0.057, -0.017, 0.077], [-0.096, 0.002, 0.019], [-0.264, 0.068, 0.176], [0.020, -0.102, 0.082], [-0.022, 0.016, 0.166], [0.003, -0.035, 0.025], [0.024, 0.010, 0.002], [-0.010, -0.030, 0.109], [-0.004, 0.007, 0.148], [-0.022, 0.030, 0.070], [-0.001, -0.010, 0.002], [0.005, 0.004, 0.006], [0.005, 0.003, 0.005], [0.008, -0.017, 0.007]],
  "mulliken_charge": [-0.172, -0.179, 0.602, -0.648, -0.044, 0.738, -0.436, -0.514, -0.690, -0.527, -0.452, -1.188, 2.163, 0.744, -0.780, -0.198, -1.062, -0.584, -0.433, 0.255, 0.526, 0.411, 0.415, 0.394, 0.445, 0.715, 0.572, 0.441, 0.466, 0.195, 1.479, 1.809, -1.261, -0.050, -1.376, 0.010, 0.905, -0.343, -0.335, -0.640, -0.713, -0.361, -0.762, 0.430, -1.058, 0.401, 0.440, 0.406, 0.054, 0.463, 0.475, -0.019, 0.054, 0.239, 0.189, 0.234, -0.259, 0.201, -0.216, -0.258, 1.128, 0.018, 0.190, -0.153, -0.212, -0.272, -0.378, -0.287, -0.251, -0.017, -0.211, 0.747, -0.279, 0.154, -0.281, -0.230, -0.293, 0.952, -0.932, 0.339, -0.965, -0.393, -1.173, -0.207, 0.473, 0.449, 0.496, 0.484, 0.785]
}

Record 2
{
  "formula": "C4H5N",
  "method": "ωB97M-V with the def2-TZVPD basis set",
  "spin_multiplicity": 1,
  "homo_ev": -9.7,
  "e_above_lowest_ev": 6.396,
  "energy_ha": -209.928679,
  "homo_lumo_gap_ev": 8.921,
  "lumo_energy_ev": -0.76,
  "total_charge": 0,
  "symbols": ["C", "C", "C", "C", "N", "H", "H", "H", "H", "H"],
  "coordinates": [[2.182, -0.263, -1.676], [-1.383, -0.612, 0.664], [-0.747, 0.732, 0.761], [0.045, -0.491, 0.515], [2.852, -0.027, -2.499], [1.697, -0.263, -0.872], [-1.443, -1.003, 1.581], [-2.131, -0.767, -0.080], [-0.599, 1.421, -0.063], [-0.474, 1.272, 1.668]],
  "forces_ev_per_a": [[-1.039, -0.897, 0.665], [-0.063, 2.748, -2.604], [1.215, 0.598, 0.555], [0.896, -0.099, -0.685], [5.334, 1.514, -7.048], [-4.029, -0.653, 6.203], [-1.137, -2.021, 3.549], [-0.220, -0.721, -0.294], [-0.497, -0.163, -0.461], [-0.459, -0.306, 0.120]],
  "mulliken_charge": [0.092, -0.535, -0.534, -0.094, -0.287, 0.340, 0.281, 0.274, 0.245, 0.218]
}

Record 3
{
  "formula": "C3H5InO3",
  "method": "ωB97M-V with the def2-TZVPD basis set",
  "spin_multiplicity": 1,
  "homo_ev": [-20.0, -19.9],
  "e_above_lowest_ev": 2.857,
  "energy_ha": -532.250444,
  "homo_lumo_gap_ev": [8.700, 7.070],
  "lumo_energy_ev": [-11.25, -12.78],
  "total_charge": 2,
  "symbols": ["H", "O", "C", "C", "O", "O", "C", "In", "H", "H", "H", "H"],
  "coordinates": [[-0.312, -0.878, -2.469], [-0.063, -0.788, 0.978], [0.310, 0.393, 1.413], [-0.170, -0.608, -0.786], [0.839, 0.425, 2.537], [0.369, 1.330, 0.533], [-0.173, 0.923, -0.767], [0.251, -1.430, 2.836], [-1.174, -1.035, -0.859], [0.803, -1.028, -1.056], [-1.179, 1.342, -0.846], [0.498, 1.354, -1.514]],
  "forces_ev_per_a": [[-0.008, 0.225, 0.103], [-1.271, 0.200, -2.438], [2.136, 2.141, -2.695], [-0.363, 0.812, -0.853], [-0.015, 2.540, 0.525], [-0.379, -0.216, 0.765], [-0.199, 0.164, -0.004], [-0.092, -4.634, 4.368], [0.557, -0.567, -0.158], [-0.436, -0.615, 0.280], [0.206, -0.008, -0.021], [-0.137, -0.041, 0.127]],
  "mulliken_charge": [0.397, -0.400, 1.022, -0.642, -0.388, -0.233, -0.181, 0.937, 0.391, 0.431, 0.321, 0.344]
}